No. 1
ORCA calculation (wB97M-V/def2-TZVPD) on a molecular structure, C3H8I3NSi.

```
16
C3H8I3NSi wB97M-V/def2-TZVPD
C 0.09 0.97 0.62
C 0.43 -1.40 -0.85
C 0.31 0.96 -0.87
N 1.08 -0.21 -1.25
Si 3.13 -0.04 0.00
I 3.24 -0.82 2.36
I 3.62 2.38 -0.01
I 4.51 -1.22 -1.65
H -0.59 0.22 0.93
H 1.09 0.77 0.97
H -0.22 1.96 0.95
H -0.32 -1.44 -1.75
H 1.11 -2.14 -0.82
H -0.24 -1.41 -0.03
H -0.63 0.92 -1.36
H 0.77 1.89 -1.35
```

- Frontier orbital gap: 0.2654 hartree
- HOMO: -8.40 eV
- LUMO level: -0.0435 Eh
- Total charge: 0
- Energy above the lowest of the compared OMol25 structures with the same formula, charge and spin: 2.504 eV
- Total energy: -1356.45844 a.u.

Results of the Mulliken charge analysis, in e, for atoms 1 through 5:
1. C -0.6399
2. C -0.9288
3. C -0.4978
4. N -0.2746
5. Si 0.2812

No. 2
ORCA calculation (wB97M-V/def2-TZVPD) on 2 unconnected molecules or ions with the total composition C3H8IN.

```
13
C3H8IN wB97M-V/def2-TZVPD
C 1.49 -0.14 0.64
C 0.35 -0.35 -0.38
C -0.22 0.84 -1.13
N -0.04 -1.53 -0.57
H 1.16 0.00 1.57
H 2.16 -1.05 0.53
H 2.04 0.70 0.49
H 0.33 1.85 -0.82
H -1.28 0.96 -0.77
H -0.21 0.48 -2.16
H 0.44 -2.26 -0.07
I -5.08 -0.02 0.02
H -4.35 0.09 1.46
```

- Frontier orbital gap: 0.3704 hartree
- HOMO: -9.45 eV
- LUMO level: 0.0231 Eh
- Total charge: 0
- Energy above the lowest of the compared OMol25 structures with the same formula, charge and spin: 0.336 eV
- Total energy: -471.50177 a.u.
- SMILES: CC(C)=N.I

Results of the Mulliken charge analysis, in e, for atoms 1 through 5:
1. C -1.2573
2. C 0.7912
3. C -0.8251
4. N -0.6917
5. H 0.3283

What is the total energy in the first record?
-1356.45844 a.u.